1.
One molecule with the formula C4H5F2NS in a non-equilibrium geometry. Source: the OMol25 dataset; level of theory: the ωB97M-V functional and the def2-TZVPD basis.

Last column: Mulliken charge in e.
Atoms and positions in Å:
C: -0.9388 1.4772 0.2862  -0.87
N: 0.2291 0.6434 -0.0728  -0.18
C: 0.8214 -0.5414 1.1506  -0.44
C: 0.6731 -1.7371 0.6079  0.38
F: 0.8889 -2.8829 1.3001  -0.24
S: -0.0225 -1.8494 -1.0411  -0.14
C: 0.1181 -0.0665 -1.2947  0.13
F: 1.1979 0.0746 -2.1942  -0.29
H: -1.1298 1.9217 -0.7215  0.41
H: -1.5906 0.8199 0.7630  0.32
H: -0.4820 2.1657 0.9715  0.28
H: 1.0308 -0.2843 2.1743  0.39
H: -0.7954 0.2592 -1.9294  0.26

Properties
HOMO-LUMO gap: 9.8 eV
maximum force: 4.6 eV/A
HOMO energy: -0.3337 hartree
net charge: 0

2.
One molecule with the formula C4H5F3OS in a non-equilibrium geometry. Source: the OMol25 dataset; level of theory: the ωB97M-V functional and the def2-TZVPD basis.

Last column: Mulliken charge in e.
Atoms and positions in Å:
F: -1.1616 -1.7035 1.6625  -0.33
C: -0.0165 -1.0836 1.1679  0.00
C: -0.5002 0.1718 0.3599  -0.56
C: 0.6554 0.7108 -0.4751  -0.60
S: 2.0683 1.0685 0.5734  0.03
O: 2.2393 -0.3211 1.4434  -0.37
C: 0.9908 -0.8851 2.2886  0.77
F: 0.5836 -0.0448 3.2387  -0.25
F: 1.3962 -1.9857 2.8593  -0.24
H: 0.6559 -1.7967 0.5873  0.29
H: -0.7547 0.8753 1.1148  0.32
H: -1.3727 -0.1547 -0.3098  0.29
H: 1.0145 -0.1157 -1.2168  0.25
H: 0.6202 1.5432 -1.1357  0.40

Properties
HOMO-LUMO gap: 9.5 eV
maximum force: 3.8 eV/A
HOMO energy: -0.3260 hartree
net charge: 0

3.
One molecule with the formula C4H5F4NO4S. Source: the OMol25 dataset; level of theory: the ωB97M-V functional and the def2-TZVPD basis.

Last column: Mulliken charge in e.
Atoms and positions in Å:
N: -0.1105 1.7433 0.6372  -0.54
C: -0.2947 0.4659 1.2490  0.19
O: -1.7033 0.2513 1.4485  -0.36
S: -2.3456 -0.8499 0.5032  1.09
O: -3.3339 -0.2734 -0.3229  -0.52
O: -2.6102 -2.0064 1.2804  -0.55
O: -1.0281 -1.0978 -0.3664  -0.33
C: 0.1171 -0.7502 0.3833  0.08
C: 1.3220 -0.5867 -0.5414  0.44
F: 1.7114 -1.8202 -0.9253  -0.32
F: 2.3223 -0.0702 0.2441  -0.30
C: 1.2368 0.3227 -1.8037  0.20
F: 2.0078 -0.2101 -2.7788  -0.29
F: -0.0256 0.4216 -2.2601  -0.22
H: 0.8060 1.8434 0.2286  0.17
H: -0.2232 2.4918 1.3071  0.28
H: 0.1432 0.3760 2.2421  0.23
H: 0.3904 -1.5715 1.0484  0.41
H: 1.6180 1.3204 -1.5732  0.34

Properties
HOMO-LUMO gap: 11.6 eV
maximum force: 0.3 eV/A
HOMO energy: -0.4100 hartree
net charge: 0

4.
A 2-piece molecular cluster, C4H5FN2 overall in a non-equilibrium geometry. Source: the OMol25 dataset; level of theory: the ωB97M-V functional and the def2-TZVPD basis.

Last column: Mulliken charge in e.
Atoms and positions in Å:
C: 1.9898 0.7261 -0.2125  -0.61
N: 1.2123 -0.4702 -0.5368  -0.39
C: 0.3059 -1.0094 0.1276  0.62
C: -0.6679 -1.8110 0.5007  -0.51
F: -1.9624 -1.5299 0.2069  -0.23
H: 2.4726 0.8846 0.7327  0.25
H: 1.1637 1.4169 -0.5955  0.32
H: 2.7140 0.7538 -0.9433  0.29
H: -0.4924 -2.6063 1.1341  0.33
C: -2.2795 1.2381 -0.1319  0.06
N: -1.1685 1.3252 0.1325  -0.41
H: -3.2877 1.0822 -0.4144  0.29

Properties
HOMO-LUMO gap: 9.4 eV
maximum force: 3.7 eV/A
HOMO energy: -0.3080 hartree
net charge: 0

5.
A 2-piece molecular cluster, C4H5FN2OS overall in a non-equilibrium geometry. Source: the OMol25 dataset; level of theory: the ωB97M-V functional and the def2-TZVPD basis.

Last column: Mulliken charge in e.
Atoms and positions in Å:
C: -2.3248 0.1405 0.7151  -0.49
C: -1.4243 -0.8867 0.3479  0.57
C: -0.7385 -0.4180 -0.8320  -0.43
C: 3.0548 -0.5756 -0.0585  -0.52
N: -1.1963 0.7890 -1.1971  -0.68
N: -2.0883 1.1219 -0.2752  0.21
O: 2.3761 1.8732 0.2441  -0.46
F: -1.4288 -2.0199 1.0156  -0.28
S: 3.0910 0.7990 0.8735  0.38
H: -2.9200 0.3154 1.5607  0.43
H: 2.5884 -0.6945 -0.9405  0.35
H: 3.6048 -1.4399 0.3443  0.25
H: 0.0794 -0.9289 -1.3709  0.45
H: -2.6734 1.9244 -0.4270  0.23

Properties
HOMO-LUMO gap: 9.1 eV
maximum force: 5.4 eV/A
HOMO energy: -0.3414 hartree
net charge: 0

6.
One molecule with the formula C4H5FO in a non-equilibrium geometry. Source: the OMol25 dataset; level of theory: the ωB97M-V functional and the def2-TZVPD basis.

Last column: Mulliken charge in e.
Atoms and positions in Å:
O: -1.5531 -1.1695 -0.1425  -0.50
C: -0.4160 -0.5358 -0.5642  0.26
C: 0.8789 -0.8915 0.1732  -0.85
C: 1.0620 0.3559 0.6095  0.57
F: 2.0484 0.8632 1.4145  -0.30
C: -0.1206 1.0132 0.1396  -0.87
H: -2.1319 -0.5066 -0.4933  0.35
H: -0.4317 -0.3215 -1.6183  0.29
H: 1.5114 -1.7371 0.2112  0.43
H: -0.8417 1.1839 0.8470  0.30
H: -0.0056 1.7458 -0.5768  0.31

Properties
HOMO-LUMO gap: 10.5 eV
maximum force: 4.1 eV/A
HOMO energy: -0.3566 hartree
net charge: 0

7.
One molecule with the formula C4H5FO2 in a non-equilibrium geometry. Source: the OMol25 dataset; level of theory: the ωB97M-V functional and the def2-TZVPD basis.

Last column: Mulliken charge in e.
Atoms and positions in Å:
F: -2.2204 -0.2338 1.6693  -0.25
C: -1.2954 0.5300 1.0206  -0.12
C: 0.2494 0.3495 0.6966  -0.02
O: 1.3039 -0.5230 0.4252  -0.37
C: 1.2351 -0.6026 -0.9975  -0.18
O: 0.1110 0.2080 -1.3787  -0.39
C: -0.7027 0.0139 -0.2941  0.10
H: -1.4060 1.6652 1.0525  0.29
H: 0.4753 1.4112 0.7760  0.20
H: 1.0681 -1.6136 -1.3805  0.29
H: 2.1922 -0.1913 -1.4177  0.23
H: -1.0104 -1.0135 -0.1718  0.21

Properties
HOMO-LUMO gap: 10.4 eV
maximum force: 3.9 eV/A
HOMO energy: -0.3477 hartree
net charge: 0

8.
A 3-piece molecular cluster, C4H5FO2 overall in a non-equilibrium geometry. Source: the OMol25 dataset; level of theory: the ωB97M-V functional and the def2-TZVPD basis.

Last column: Mulliken charge in e.
Atoms and positions in Å:
C: -2.4773 0.3922 0.3523  0.57
C: 0.2231 -2.5119 -0.0864  0.08
C: -0.0971 0.7459 -0.3794  -0.71
C: -1.5271 -0.0064 -0.4486  -0.67
O: -3.3225 0.7999 1.0223  -0.37
O: 0.7918 -2.2501 0.8409  -0.10
F: 3.7989 -0.0644 0.2541  -0.39
H: -0.1426 1.6292 -1.0363  0.33
H: 0.6552 -0.0718 -0.6037  0.17
H: 0.0507 1.1291 0.7350  0.26
H: 3.6974 0.7345 0.7179  0.39
H: -1.6506 -0.5262 -1.3679  0.42

Properties
HOMO-LUMO gap: 9.6 eV
maximum force: 2.9 eV/A
HOMO energy: -0.3289 hartree
net charge: 0